[1]
{
  "formula": "C8H22FeN5O11",
  "method": "wB97M-V/def2-TZVPD",
  "s2": 8.76,
  "homo_energy_ev": [-8.91, -8.77],
  "homo_lumo_gap_ev": [8.486, 5.653],
  "spin_multiplicity": 6,
  "total_charge": 0,
  "elements": ["Fe", "N", "O", "O", "O", "N", "O", "O", "O", "N", "O", "O", "O", "C", "C", "C", "O", "C", "N", "H", "H", "H", "H", "H", "H", "H", "H", "H", "H", "H", "C", "C", "C", "O", "C", "N", "H", "H", "H", "H", "H", "H", "H", "H", "H", "H", "H"],
  "coordinates": [[11.638851, -18.883439, -10.347481], [9.595790, -16.341129, -10.495521], [9.708739, -15.209675, -10.063925], [8.640535, -16.815894, -11.077462], [10.533297, -17.086690, -10.344774], [13.503837, -18.364801, -7.698788], [12.696871, -18.590241, -8.586182], [14.580541, -17.898279, -7.960322], [13.270467, -18.768949, -6.603739], [14.719547, -18.589948, -11.799461], [15.078430, -19.100635, -12.830664], [15.556422, -18.135516, -11.052986], [13.513998, -18.563388, -11.509551], [10.605130, -21.392241, -13.657228], [10.850510, -20.903064, -12.272416], [12.086350, -21.469732, -11.609783], [12.274838, -20.882478, -10.310633], [13.260026, -21.638547, -9.585187], [10.837776, -19.479413, -12.241629], [10.351710, -22.450142, -13.588506], [11.473110, -21.330338, -14.313646], [9.790627, -20.949173, -14.230271], [10.014349, -21.334139, -11.721861], [12.962883, -21.340207, -12.244618], [12.024881, -22.554261, -11.519618], [14.273679, -21.410984, -9.915078], [12.986633, -22.689991, -9.673599], [13.146082, -21.389711, -8.530107], [11.306569, -19.191085, -13.088515], [9.902920, -19.205017, -12.507819], [9.511081, -19.027944, -7.121574], [10.100436, -20.166373, -7.916896], [9.340230, -21.523009, -7.819786], [9.868030, -22.438290, -8.821728], [9.300284, -23.770259, -8.808799], [9.940192, -19.740138, -9.304129], [8.439397, -18.897429, -7.271810], [10.170182, -18.160591, -7.158792], [9.504122, -19.264086, -6.057475], [11.150775, -20.333221, -7.678039], [8.280159, -21.361326, -8.015211], [9.485852, -21.995386, -6.848306], [9.669386, -24.350806, -9.654269], [8.218838, -23.675932, -8.907147], [9.566760, -24.332683, -7.913938], [9.017213, -19.334554, -9.364909], [9.790375, -20.687871, -9.619519]],
  "forces_ev_per_angstrom": [[1.3, 2.2, 1.1], [-2.5, 2.7, -0.3], [-0.7, 0.3, -0.1], [-1.9, 0.1, -0.7], [6.4, -4.6, 1.1], [4.5, 0.0, 1.6], [-4.9, -0.8, -5.1], [0.9, 1.3, -1.1], [-1.8, -1.0, 3.1], [3.6, 0.1, 0.4], [-0.6, -1.3, -2.4], [-0.1, 0.8, 1.4], [-4.8, 0.0, 1.0], [0.5, -1.6, -1.3], [-0.7, -1.8, 0.4], [0.5, -0.3, -0.8], [-0.2, -0.6, -1.0], [-0.2, 0.2, 1.0], [-0.2, 1.2, 0.1], [0.1, -0.2, -0.2], [0.3, 0.1, 0.1], [-0.2, 0.4, 0.5], [-0.2, 0.6, 0.5], [0.3, 0.6, 0.1], [-0.5, -0.1, 0.3], [-0.1, 0.0, -0.2], [0.3, 0.0, -0.2], [0.1, 0.2, -0.1], [1.1, 0.6, 0.1], [-0.7, 0.5, 0.7], [0.3, -0.9, 2.3], [-0.6, -0.2, 0.9], [0.7, -0.5, 0.2], [0.1, 0.1, 0.1], [-0.1, 0.9, 0.0], [0.5, -1.0, -1.0], [0.1, 0.5, -0.8], [-0.5, 0.2, -0.6], [0.3, -0.2, 0.3], [0.0, 0.2, 0.0], [-0.3, 0.0, 0.1], [-0.2, 0.2, 0.2], [0.2, 0.4, -0.1], [-0.1, -0.2, 0.1], [-0.1, 0.2, 0.2], [-0.1, 0.8, -0.3], [0.3, -0.2, -1.9]]
}


[2]
{
  "formula": "C9H15BCrMnN5O22S",
  "method": "wB97M-V/def2-TZVPD",
  "s2": 24.76,
  "e_above_lowest_kcal_mol": 0.0,
  "homo_energy_ev": [-10.93, -10.93],
  "homo_lumo_gap_ev": [6.076, 5.787],
  "spin_multiplicity": 10,
  "total_charge": 1,
  "elements": ["Mn", "Cr", "O", "C", "O", "B", "O", "C", "O", "O", "C", "O", "C", "O", "O", "S", "O", "O", "O", "O", "C", "N", "O", "O", "H", "H", "H", "C", "N", "O", "O", "H", "H", "H", "C", "N", "O", "O", "H", "H", "H", "C", "N", "O", "O", "H", "H", "H", "C", "N", "O", "O", "H", "H", "H"],
  "coordinates": [[5.945290, -25.325259, 6.679459], [3.441843, -29.696947, 8.224995], [-2.393448, -26.953466, 13.936505], [-1.944969, -27.114076, 12.857126], [-1.199555, -28.128474, 12.414576], [-0.951809, -27.943714, 10.997338], [-1.453096, -26.616392, 10.642621], [-2.151973, -26.131106, 11.679312], [-2.879411, -25.199692, 11.658287], [-1.614720, -28.980504, 10.155116], [-0.692101, -29.691227, 9.560793], [-0.806892, -30.624034, 8.829190], [0.663319, -29.044415, 9.861861], [0.507018, -28.068468, 10.671874], [1.752299, -29.446820, 9.468454], [4.652458, -27.494695, 7.399343], [4.287498, -26.576680, 6.304464], [5.892500, -26.925318, 7.962069], [3.577016, -27.677003, 8.406725], [4.814536, -28.915899, 6.948103], [8.472843, -25.063875, 10.318502], [8.417240, -25.072355, 8.828774], [9.416580, -25.267853, 8.211982], [7.349073, -24.712064, 8.314498], [8.044224, -24.120149, 10.638004], [9.513789, -25.153838, 10.603696], [7.908531, -25.912237, 10.697366], [8.894307, -28.379953, 6.561143], [8.149679, -27.673705, 5.462772], [7.594588, -26.610776, 5.759871], [7.986221, -28.237972, 4.428828], [9.952435, -28.320248, 6.320913], [8.582126, -29.419439, 6.540867], [8.600887, -27.891222, 7.478599], [4.270272, -23.076257, 3.661006], [5.220774, -24.227077, 3.472798], [5.342008, -25.072006, 4.381404], [5.892015, -24.237891, 2.495922], [4.874925, -22.193635, 3.842295], [3.639596, -23.330687, 4.502958], [3.754545, -23.025622, 2.707039], [1.132513, -25.316599, 8.471914], [-0.128248, -25.896677, 7.911255], [-0.133655, -27.084579, 7.639109], [-1.024576, -25.129972, 7.671332], [0.868932, -24.370670, 8.925091], [1.791622, -25.235565, 7.611378], [1.500028, -26.053064, 9.179955], [5.878447, -30.798662, 4.275379], [5.069351, -31.931505, 4.775380], [4.281219, -32.427138, 4.007375], [5.289398, -32.348831, 5.904786], [6.935326, -30.927070, 4.474354], [5.499207, -29.854398, 4.655988], [5.717406, -30.780391, 3.200165]],
  "forces_ev_per_angstrom": [[1.0, 0.0, -1.2], [-1.6, 1.2, 0.8], [-0.1, -0.2, 0.9], [0.0, 0.6, -0.5], [0.2, -0.3, -0.2], [-1.2, 0.7, 0.2], [0.5, -0.2, -0.2], [-0.2, -0.8, -0.2], [0.0, 0.7, 0.1], [0.7, -0.1, 0.4], [-0.3, 0.2, -0.8], [0.0, -0.5, -0.1], [-0.3, 0.1, 0.8], [0.5, -0.1, -0.2], [1.7, -0.7, -1.1], [-0.9, -1.0, 0.1], [-0.1, -0.1, 0.3], [0.0, -0.6, 0.6], [0.0, 0.2, 0.3], [0.6, -0.3, -0.4], [0.1, -0.2, 0.1], [0.3, 1.0, 0.2], [0.0, -0.5, -0.3], [-0.6, 0.0, -0.2], [-0.1, 0.0, 0.0], [0.0, 0.0, -0.1], [-0.2, 0.1, -0.1], [0.0, 0.2, -0.4], [-1.0, -0.7, 0.9], [0.3, 0.6, -0.1], [0.3, 0.1, -0.5], [0.0, 0.1, 0.2], [-0.1, 0.0, -0.1], [0.3, 0.0, 0.1], [0.1, -0.9, -0.2], [0.7, 0.5, 0.8], [-0.1, 0.4, 0.5], [0.0, -0.2, -0.6], [0.0, 0.0, -0.1], [-0.2, 0.1, -0.1], [-0.2, 0.3, 0.2], [-0.5, -0.6, 0.1], [-0.1, 0.3, -0.5], [0.2, -0.2, 0.3], [-0.1, 0.1, 0.1], [0.1, 0.1, 0.0], [0.1, 0.1, 0.1], [0.2, 0.2, 0.1], [-0.1, 0.5, -1.1], [0.3, -0.7, 0.1], [-0.2, 0.2, 0.1], [-0.1, 0.5, 0.1], [-0.1, -0.2, 0.4], [0.0, -0.2, 0.4], [0.1, -0.1, 0.0]]
}


[3]
{
  "formula": "C17H35N2O2S",
  "method": "wB97M-V/def2-TZVPD",
  "homo_energy_ev": -11.90,
  "homo_lumo_gap_ev": 8.543,
  "total_charge": 1,
  "elements": ["C", "C", "C", "C", "C", "C", "C", "N", "S", "C", "C", "O", "C", "C", "C", "C", "N", "C", "C", "C", "C", "O", "H", "H", "H", "H", "H", "H", "H", "H", "H", "H", "H", "H", "H", "H", "H", "H", "H", "H", "H", "H", "H", "H", "H", "H", "H", "H", "H", "H", "H", "H", "H", "H", "H", "H", "H"],
  "coordinates": [[0.685256, 0.472343, 3.921084], [1.997043, 0.194900, 3.192366], [2.645702, 1.455851, 2.632475], [3.918673, 1.182012, 1.831552], [3.776960, 0.575731, 0.425922], [2.836772, 1.324196, -0.536965], [1.411312, 0.823107, -0.704347], [1.215329, -0.492288, -1.462991], [2.695254, -1.012848, -2.342537], [0.926330, -1.621927, -0.505955], [0.617489, -2.929993, -1.209996], [-0.333114, -2.823485, -2.243401], [-0.183990, -1.743848, -3.134576], [0.040488, -0.394000, -2.457745], [-1.262936, 0.197347, -1.889993], [-2.292159, -0.759765, -1.270462], [-3.273959, 0.012817, -0.499616], [-2.657959, 0.670730, 0.678276], [-2.538351, 2.196174, 0.540370], [-4.317247, -0.909801, -0.084017], [-5.657209, -0.624038, -0.666197], [-4.068090, -1.829467, 0.670067], [0.779971, 1.329585, 4.589896], [-0.119432, 0.696079, 3.219708], [0.367669, -0.389943, 4.510979], [1.824857, -0.543113, 2.398205], [2.702707, -0.281322, 3.881010], [1.925710, 2.038908, 2.042563], [2.906964, 2.101877, 3.474662], [4.503969, 2.100383, 1.746495], [4.532791, 0.490371, 2.418853], [4.772817, 0.617450, -0.024280], [3.541706, -0.489819, 0.478994], [2.721823, 2.352207, -0.172232], [3.300869, 1.429628, -1.519323], [0.940937, 0.688930, 0.273078], [0.832471, 1.568539, -1.246724], [2.694024, 0.048997, -3.158471], [1.794895, -1.746682, 0.144622], [0.096332, -1.280850, 0.111278], [1.534866, -3.408812, -1.573605], [0.184537, -3.592466, -0.455836], [0.590836, -1.951830, -3.879724], [-1.132926, -1.658006, -3.670297], [0.406256, 0.295327, -3.224609], [-1.067286, 1.014303, -1.203334], [-1.745560, 0.668528, -2.751999], [-2.832532, -1.272230, -2.072672], [-1.848808, -1.547894, -0.659018], [-1.663646, 0.235910, 0.823197], [-3.238505, 0.411036, 1.561852], [-3.014514, 2.716023, 1.369414], [-3.024676, 2.517685, -0.383598], [-1.495307, 2.521275, 0.496503], [-6.380447, -1.336959, -0.268342], [-5.953494, 0.392725, -0.407098], [-5.621470, -0.699585, -1.753462]],
  "forces_ev_per_angstrom": [[0.0, -0.1, 0.0], [-0.1, 0.0, 0.1], [0.0, 0.0, -0.1], [0.0, -0.1, 0.1], [0.1, 0.1, -0.1], [0.1, 0.2, 0.2], [0.0, 0.2, 0.2], [0.1, -0.3, -0.2], [-0.1, 0.0, 0.0], [0.0, 0.1, 0.3], [0.1, -0.2, -0.1], [-0.4, 0.2, 0.3], [0.1, -0.1, -0.3], [-0.1, 0.1, -0.1], [-0.1, -0.2, 0.0], [-0.1, 0.2, -0.2], [0.2, 0.0, 0.0], [0.1, 0.0, -0.1], [-0.1, -0.1, -0.3], [0.4, -0.8, 0.6], [-0.3, -0.3, 0.3], [-0.3, 0.9, -0.7], [0.0, -0.1, 0.0], [-0.1, 0.1, -0.1], [0.0, 0.1, 0.0], [0.0, 0.0, 0.0], [0.0, 0.0, -0.1], [0.0, -0.1, 0.0], [0.0, 0.0, 0.0], [-0.1, 0.1, 0.0], [0.1, 0.1, 0.0], [0.0, -0.1, 0.0], [-0.1, 0.0, 0.0], [0.0, -0.1, 0.0], [0.0, 0.0, 0.1], [0.0, -0.1, -0.1], [0.1, 0.0, -0.1], [0.0, 0.0, -0.1], [0.0, 0.1, -0.1], [0.0, 0.0, -0.1], [0.0, 0.1, 0.0], [0.1, 0.0, -0.1], [0.0, 0.0, 0.1], [0.1, -0.1, 0.0], [0.0, 0.0, 0.1], [0.1, 0.0, 0.1], [0.0, 0.0, 0.1], [0.1, 0.0, 0.0], [0.1, 0.0, 0.1], [0.0, -0.1, 0.3], [0.0, 0.0, 0.0], [0.0, 0.0, 0.0], [0.0, 0.0, 0.1], [0.0, 0.0, 0.1], [0.0, 0.1, -0.1], [0.0, 0.0, -0.1], [0.1, 0.1, 0.0]]
}